(1)
Here is a molecular structure, C25H45BGeN6PtS3 in a non-equilibrium geometry from the Open Molecules 2025 dataset. Energies are from ωB97M-V/def2-TZVPD.

Structure (XYZ):
```
82
Properties=species:S:1:pos:R:3:forces:R:3
Pt 0.0309 0.4664 -0.2813 0.1 0.7 0.0
C -4.0077 -4.2771 2.0662 0.0 0.0 0.0
C -3.9497 -3.1080 3.0474 0.0 0.0 0.0
C -5.1638 -3.1881 3.9718 0.0 0.0 0.0
C -2.6844 -3.1451 3.9033 0.0 0.0 0.0
N -3.9942 -1.8255 2.2920 0.0 0.0 0.0
C -4.9754 -0.8542 2.4318 0.0 0.1 -0.1
C -4.6598 0.1663 1.6141 0.0 -0.2 0.2
N -3.4879 -0.1646 0.9571 0.1 0.0 0.0
B -2.7084 0.7320 0.0206 0.1 0.7 -0.2
N -2.6463 2.2055 0.5725 -0.1 -0.2 -0.2
C -3.6173 3.1782 0.5771 0.0 0.1 0.1
C -3.1692 4.2176 1.3076 -0.1 -0.1 -0.1
N -1.9002 3.8874 1.7554 0.1 0.2 0.0
C -1.5810 2.6525 1.2930 0.4 -0.3 0.0
S -0.0643 1.8155 1.6326 -0.4 0.3 0.1
C -1.0374 4.8039 2.5703 -0.1 0.0 0.0
C -1.8112 6.0907 2.8534 0.0 0.0 0.0
C 0.2160 5.1650 1.7760 0.0 0.0 0.0
C -0.7124 4.1380 3.9053 0.0 0.0 0.0
N -3.0432 0.5173 -1.4655 0.0 0.0 0.1
C -4.3278 0.5655 -1.9662 0.0 0.0 -0.2
C -4.2973 0.1589 -3.2475 0.0 0.0 0.2
N -2.9815 -0.1663 -3.5449 0.0 0.0 -0.1
C -2.2164 0.0536 -2.4410 0.4 0.0 0.0
S -0.4926 -0.2302 -2.3867 -0.4 -0.2 -0.3
C -2.5371 -0.7154 -4.8682 -0.1 0.1 0.1
C -1.5057 0.2215 -5.4933 0.0 0.0 0.0
C -1.9996 -2.1322 -4.6751 0.0 0.0 0.0
C -3.7426 -0.7846 -5.8049 0.0 0.0 0.0
C -3.0674 -1.4024 1.3751 0.1 0.2 -0.1
S -1.6613 -2.1494 0.8344 -0.2 -0.2 0.0
H -3.9974 -5.2121 2.6288 0.0 0.0 0.0
H -3.1596 -4.2633 1.3867 0.0 0.0 0.0
H -4.9290 -4.2352 1.4819 0.0 0.0 0.0
H -5.1130 -4.1358 4.5063 0.0 0.0 0.0
H -6.1036 -3.1696 3.4175 0.0 0.0 0.0
H -5.1676 -2.3887 4.7141 0.0 0.0 0.0
H -2.6696 -4.0722 4.4782 0.0 0.0 0.0
H -2.6757 -2.3049 4.6001 0.0 0.0 0.0
H -1.7904 -3.0966 3.2861 0.0 0.0 0.0
H -5.8117 -0.9592 3.0940 0.0 0.0 0.0
H -5.1656 1.1039 1.4711 0.0 0.0 0.0
H -1.5630 0.6146 0.0805 0.1 -1.1 0.5
H -4.5413 3.0632 0.0389 0.0 0.0 0.0
H -3.6396 5.1549 1.5265 0.0 0.0 0.0
H -2.0541 6.6355 1.9407 0.0 0.0 0.0
H -1.1695 6.7303 3.4579 0.0 0.0 0.0
H -2.7245 5.9071 3.4207 0.0 0.0 0.0
H -0.0591 5.6602 0.8432 0.0 0.0 0.0
H 0.8168 4.2907 1.5418 0.0 0.0 0.0
H 0.8169 5.8554 2.3691 0.0 0.0 0.0
H -1.6311 3.8984 4.4435 0.0 0.0 0.0
H -0.1301 4.8350 4.5096 0.0 0.0 0.0
H -0.1358 3.2260 3.7808 0.0 0.0 0.0
H -5.1647 0.8638 -1.3605 0.0 0.0 0.0
H -5.0933 0.0697 -3.9582 0.0 0.0 0.0
H -0.6060 0.3043 -4.8908 0.0 0.0 0.0
H -1.9303 1.2184 -5.6234 0.0 0.0 0.0
H -1.2334 -0.1679 -6.4750 0.0 0.0 0.0
H -1.1293 -2.1561 -4.0259 0.0 0.0 0.0
H -1.7197 -2.5356 -5.6491 0.0 0.0 0.0
H -2.7702 -2.7726 -4.2433 0.0 0.0 0.0
H -4.1765 0.1986 -5.9904 0.0 0.0 0.0
H -4.5153 -1.4588 -5.4344 0.0 0.0 0.0
H -3.3929 -1.1772 -6.7588 0.0 0.0 0.0
C 2.0955 -0.9436 2.4042 -0.1 0.0 0.1
Ge 2.6813 -1.0703 0.5512 0.2 0.1 -0.2
C 4.6457 -1.0366 0.4983 0.0 0.0 0.1
C 2.0535 -2.7520 -0.2057 -0.1 -0.1 -0.1
C 2.0474 0.4478 -0.5112 0.1 -0.2 0.0
H 2.4847 -1.7862 2.9778 0.0 0.0 0.0
H 1.0056 -0.9642 2.4434 0.0 0.0 0.0
H 2.4466 -0.0173 2.8624 0.0 0.0 0.0
H 5.0859 -1.8609 1.0611 0.0 0.0 0.0
H 5.0040 -0.0976 0.9230 0.0 0.0 0.0
H 4.9890 -1.1004 -0.5350 0.0 0.0 0.0
H 2.3797 -3.5996 0.3983 0.0 0.0 0.0
H 2.4275 -2.8801 -1.2226 0.0 0.0 0.0
H 0.9642 -2.7424 -0.2400 0.0 -0.1 0.0
H 2.3485 0.3204 -1.5539 0.1 0.0 0.0
H 2.5012 1.3675 -0.1331 0.0 0.1 0.0
```
Positions in Å, forces in eV/Å.

Molecular weight   804.38 g/mol
Orbital gap   0.2690 Eh
Maximum force   1.18 eV/Å

Atom charges from the Mulliken analysis, given in e for atoms 1 to 8:
1. Pt 0.30
2. C -1.54
3. C 1.20
4. C -2.12
5. C -1.51
6. N 0.50
7. C -0.35
8. C -1.04



(2)
Here is a molecular structure, C4H4N2O2 in a non-equilibrium geometry from the Open Molecules 2025 dataset. Energies are from ωB97M-V/def2-TZVPD.

Structure (XYZ):
```
12
Properties=species:S:1:pos:R:3:forces:R:3
C 0.2413 -0.9080 -0.3139 -1.6 5.4 -0.5
C -0.5492 1.1366 -0.8914 3.1 -1.4 1.8
C -0.1728 1.5600 1.0666 -2.4 -2.2 -1.2
C 0.1800 0.4055 0.1572 -2.2 -1.2 -2.2
H 0.0447 -3.0633 -0.3716 2.3 4.1 2.5
H 1.6937 -2.2854 0.5207 -4.6 0.8 -1.3
H 0.6491 1.9449 1.5003 2.5 2.2 1.4
H -0.9337 1.2396 1.8847 0.6 1.2 -1.8
N 0.5245 -2.0865 0.2794 2.4 -5.8 -1.6
N -0.7752 0.4592 -1.9893 -0.5 2.1 1.5
O -0.2840 -0.7526 -1.6258 1.3 -4.1 0.0
O -0.6184 2.3500 -0.2170 -0.9 -1.0 1.4
```
Positions in Å, forces in eV/Å.

Molecular weight   112.09 g/mol
Orbital gap   0.3365 Eh
Maximum force   6.51 eV/Å

Atom charges from the Mulliken analysis, given in e for atoms 1 to 8:
1. C 0.14
2. C 0.45
3. C -0.23
4. C 0.11
5. H 0.35
6. H 0.32
7. H 0.30
8. H 0.21



(3)
Here is 2 unconnected molecules or ions with the total composition C4H7NO2 in a non-equilibrium geometry from the Open Molecules 2025 dataset. Energies are from ωB97M-V/def2-TZVPD.

Structure (XYZ):
```
14
Properties=species:S:1:pos:R:3:forces:R:3
N -0.3364 -1.8561 -1.4552 -0.8 0.0 -1.1
C 0.7854 -1.8898 -0.9814 -0.7 0.0 0.4
C -0.8947 1.9364 1.0054 -0.1 -0.1 0.1
C 2.0510 -1.9185 -0.7108 0.6 0.0 0.2
C 0.1071 1.1069 0.7751 0.0 0.1 0.0
O -0.7843 3.2839 0.8150 0.0 0.1 0.0
O -1.4952 -1.8350 -0.6799 0.5 0.0 0.5
H -2.2095 -1.7922 -1.3308 0.4 0.0 0.0
H -1.6081 3.7244 1.0415 0.0 -0.1 0.0
H -1.8546 1.5787 1.3604 -0.1 0.0 0.0
H 2.6132 -1.0107 -0.5851 0.0 0.2 0.0
H 2.5785 -2.8496 -0.6051 0.0 -0.2 0.0
H 1.0548 1.4696 0.4212 0.2 0.1 -0.1
H -0.0072 0.0520 0.9298 -0.1 -0.2 0.1
```
Positions in Å, forces in eV/Å.

Molecular weight   101.10 g/mol
Structure (SMILES)   C=C=NO.C=CO
Orbital gap   0.3541 Eh
Maximum force   1.35 eV/Å

Atom charges from the Mulliken analysis, given in e for atoms 1 to 8:
1. N -0.33
2. C 0.60
3. C 0.07
4. C -0.81
5. C -0.66
6. O -0.49
7. O -0.32
8. H 0.37



(4)
Here is a molecular structure, C36H33Br2N10OS4SiZr in a non-equilibrium geometry from the Open Molecules 2025 dataset. Energies are from ωB97M-V/def2-TZVPD.

Structure (XYZ):
```
88
Properties=species:S:1:pos:R:3:forces:R:3
Zr 0.3251 -0.1896 1.0262 1.3 -1.9 0.3
Br -1.5761 2.8499 4.5225 0.7 0.1 -0.4
C 0.2802 2.3896 4.4212 0.3 -0.6 -0.8
C 1.1079 2.8245 5.4451 1.2 0.0 1.1
C 2.4335 2.4135 5.4901 0.0 0.4 -0.5
Br 3.5169 3.2713 6.7642 0.3 -0.1 0.3
C 3.0513 1.5509 4.5147 -1.6 0.1 0.1
C 4.4069 1.1693 4.4309 -1.3 -1.4 -1.4
C 4.6971 0.2586 3.3947 2.4 1.0 1.6
C 3.7684 -0.1909 2.4864 -2.7 0.2 -0.7
N 2.4871 0.2425 2.4764 0.9 -0.7 1.3
C 2.1269 1.0443 3.5213 1.7 1.0 -0.3
C 0.8336 1.5771 3.4276 -2.3 0.3 -0.2
O 0.1187 1.2079 2.3456 -0.2 1.2 1.6
H 0.7440 3.4891 6.2478 0.2 -0.4 -0.7
H 5.1120 1.5019 5.1703 0.3 0.1 -0.1
H 5.7603 -0.0517 3.2842 -1.0 0.0 0.1
H 3.9583 -0.9242 1.7073 0.5 0.2 0.1
S 2.4458 0.5836 -0.4240 -0.8 0.9 -0.1
C 1.5277 1.4948 -1.6665 1.5 -1.3 0.6
N 2.0696 1.9086 -2.7994 1.9 0.7 1.2
N 3.4321 1.9867 -2.8338 -3.4 0.0 -0.2
C 3.9594 2.3057 -4.0699 1.7 -0.5 -1.7
C 5.3675 2.2582 -4.2651 -2.1 -0.1 2.7
C 5.8712 2.2512 -5.5031 2.5 0.3 -2.4
C 5.0782 2.2117 -6.6218 -1.4 0.7 -1.5
C 3.6563 2.3213 -6.4506 1.9 -0.2 -2.5
C 3.1314 2.4462 -5.2171 -0.6 0.3 1.8
N 0.2363 1.7518 -1.5288 -2.4 0.5 1.2
N -0.4058 1.5019 -0.4109 1.7 -0.6 -1.9
C -1.7698 1.8732 -0.4733 -0.5 0.3 -2.4
C -2.3976 1.9533 -1.7569 -0.1 0.8 0.9
C -3.6853 2.5568 -1.8139 0.8 -1.4 -2.2
C -4.1585 3.2067 -0.7187 -1.1 0.2 0.6
C -3.5196 3.0718 0.5090 -2.1 1.2 1.3
C -2.4342 2.2790 0.6847 1.2 -0.1 -0.1
H 3.9902 1.7763 -2.0129 0.0 -0.1 -0.1
H 6.0412 2.1963 -3.4165 -0.2 0.0 0.1
H 6.9726 2.3140 -5.6607 -0.9 -0.2 0.3
H 5.5333 2.2973 -7.6512 -0.6 -0.4 1.3
H 3.0025 2.2995 -7.3547 0.6 0.3 0.9
H 2.0843 2.7095 -5.1178 0.0 -0.5 0.2
H -1.8166 1.6979 -2.6701 -0.7 -0.1 0.9
H -4.3010 2.4454 -2.7570 0.9 0.5 1.1
H -5.1244 3.7235 -0.7346 0.5 -0.1 -0.2
H -4.0357 3.6249 1.3388 0.8 -0.9 -0.5
H -2.0049 2.0373 1.6465 0.0 0.4 0.0
C -5.6276 -2.6678 -2.6004 -0.7 0.7 1.3
Si -4.7942 -1.9227 -1.0451 0.8 0.0 0.6
C -4.7257 -3.1558 0.3787 -1.5 -0.1 -0.5
C -5.5147 -0.2969 -0.5126 -0.7 0.3 -0.8
C -2.9597 -1.5181 -1.4692 -1.2 -0.5 1.5
C -2.6254 -1.6076 -2.7879 -0.7 0.1 -0.5
C -1.3179 -1.5434 -3.1706 2.5 -0.4 -0.6
C -0.3368 -1.4066 -2.1722 -0.8 0.4 -0.4
N -0.6402 -1.2062 -0.8747 -0.8 -0.4 -0.8
C -1.9531 -1.2994 -0.5067 0.6 0.3 -0.8
S -2.1550 -1.0012 1.1958 0.1 0.0 0.0
H -6.4867 -3.3031 -2.2989 0.3 0.6 -0.1
H -4.9466 -3.3293 -3.0902 0.5 -0.3 -0.6
H -5.9825 -1.8507 -3.2552 0.2 -0.6 0.1
H -4.7830 -2.6898 1.3527 0.1 0.3 0.2
H -3.8683 -3.7983 0.3521 0.5 -0.4 -0.1
H -5.6377 -3.7884 0.3032 0.5 0.2 0.1
H -6.5517 -0.3902 -0.2353 -0.6 -0.2 0.2
H -5.5593 0.3485 -1.4051 0.3 0.0 0.3
H -5.0381 0.2326 0.3054 0.4 -0.1 0.0
H -3.4467 -1.7235 -3.4990 0.5 0.0 -0.1
H -0.9878 -1.6893 -4.2205 -0.3 0.2 0.9
H 0.7157 -1.4010 -2.4128 0.1 0.1 -0.1
N -1.1665 -0.3925 4.8603 0.1 0.6 0.2
C -0.4795 -1.4599 4.3986 0.3 0.7 -1.2
N 0.0985 -1.5944 3.1761 -0.4 -0.3 1.8
C 0.4442 -2.9375 3.0252 -1.7 -1.3 0.9
C 0.1034 -3.7830 4.0869 1.0 1.5 -1.9
S -0.4177 -2.8463 5.4238 -0.4 -0.1 -0.4
C 0.8883 -3.3764 1.6963 0.3 -1.3 0.2
C 1.0240 -4.6628 1.2558 0.5 0.2 0.8
S 2.1353 -4.8117 -0.0737 -1.1 1.7 0.4
C 2.1218 -3.0502 -0.1193 0.6 0.5 -0.2
N 1.4251 -2.4228 0.8610 1.2 -0.2 -1.7
N 2.8771 -2.4261 -1.0711 -0.4 -2.7 -0.2
H -1.1485 0.5524 4.4427 0.0 -1.3 0.2
H -1.5988 -0.4594 5.7855 0.3 0.1 -0.7
H 0.0156 -4.8464 4.0577 0.4 -0.4 0.2
H 0.7998 -5.5589 1.7909 -0.3 -0.2 0.3
H 3.2635 -2.9961 -1.8723 -0.7 1.4 1.6
H 2.9392 -1.4375 -0.9822 0.2 1.0 -0.6
```
Positions in Å, forces in eV/Å.

Charge   +1
Molecular weight   1029.11 g/mol
Orbital gap (alpha / beta)   0.2176 / 0.2190 Eh
Maximum force   3.48 eV/Å

Atom charges from the Mulliken analysis, given in e for atoms 1 to 8:
1. Zr 0.03
2. Br -0.14
3. C -0.07
4. C -0.67
5. C 0.19
6. Br -0.21
7. C 0.34
8. C -0.80